Entry from the Open Molecules 2025 dataset: a structure of composition C75H52AsN4O5PPb at a distorted geometry (ωB97M-V with the def2-TZVPD basis set).

```
139
Properties=species:S:1:pos:R:3:forces:R:3:mulliken_charge:R:1
C -3.839 4.127 -0.622 0.1 0.1 0.1 -1.20
C 0.605 2.802 -1.586 0.0 0.0 0.0 0.35
C 3.586 3.723 4.376 0.0 0.0 0.0 -0.45
H 6.766 -2.419 4.092 0.0 0.0 0.0 0.40
C 4.232 -1.804 -5.262 0.1 -0.1 -0.1 -0.80
C 0.342 7.476 -0.825 0.0 0.0 0.0 -0.81
H 5.172 -4.166 7.657 0.0 0.0 0.0 0.37
C -3.763 -1.134 -2.990 0.0 -0.1 0.0 0.33
C 5.345 0.059 0.564 0.0 0.0 0.0 -0.86
H -1.242 -2.408 0.111 -0.1 -0.1 0.0 0.21
C 4.901 -1.619 4.778 0.0 0.1 -0.1 0.33
H 2.211 4.201 -2.317 0.0 0.0 0.0 0.51
H 4.049 0.405 -2.131 0.1 0.0 0.2 0.94
C -5.179 -1.181 -3.294 -0.1 0.0 0.1 -1.54
H -1.696 -4.817 -0.004 0.0 0.0 0.0 0.56
As 2.195 -0.650 5.630 0.2 -0.2 -0.2 0.14
C 5.329 -0.527 -3.567 0.1 0.0 0.0 -1.18
O -2.032 -1.121 4.542 -0.2 0.2 -0.1 -0.81
C -1.457 -2.131 -3.112 0.1 0.1 0.0 0.58
C -3.581 -1.493 1.359 0.2 0.0 0.3 0.42
H -4.611 -6.428 -2.704 0.0 0.0 0.0 0.41
C 1.823 3.197 -2.259 0.1 -0.1 -0.1 -1.28
C -4.277 -5.662 -3.392 0.0 -0.1 0.0 -0.84
C -2.614 -0.834 2.214 -0.1 0.3 -0.3 0.60
C -3.405 -3.451 -3.782 0.0 -0.1 0.0 -0.70
H 1.639 -3.256 -3.349 0.0 0.0 -0.1 0.71
C -0.265 3.739 -0.976 -0.2 -0.3 -0.1 0.67
C 5.105 -3.446 6.851 0.1 0.0 0.0 -0.56
C 4.815 -1.132 0.093 0.1 0.0 -0.1 -1.24
C 2.094 6.368 0.373 0.1 0.1 0.0 -0.91
H -0.827 -4.232 -3.635 0.0 0.0 0.0 0.49
C 0.852 -0.481 3.002 -0.1 -0.1 -0.1 -0.22
H -5.684 4.010 -3.181 0.0 0.0 0.0 0.42
C -4.494 -2.275 2.215 0.0 -0.2 -0.2 -0.02
C 1.315 -4.904 1.531 0.1 0.0 0.0 -0.93
C 1.883 2.075 4.772 0.0 -0.1 0.1 -0.24
H 4.278 -2.426 -6.148 0.0 0.0 0.0 0.39
C -8.213 2.952 -0.486 -0.1 0.0 0.0 -0.84
H 3.015 6.412 0.942 0.0 0.0 0.0 0.42
C -4.132 -1.957 3.631 -0.3 0.1 0.2 0.28
C -2.814 -1.267 3.594 0.4 -0.1 0.1 0.03
N -0.737 -1.026 -2.789 -0.1 0.0 -0.7 -0.51
C 0.708 -2.718 -3.278 -0.1 -0.1 0.1 -1.20
O -3.581 -1.425 0.109 -0.1 0.0 -0.2 -0.17
C -6.095 2.632 -1.598 -0.1 0.2 0.0 -0.89
H -6.743 0.291 -2.871 0.0 0.0 0.0 0.51
C 5.406 -1.332 -4.694 0.0 0.0 0.0 -0.59
H 3.165 2.034 -3.519 0.0 0.0 0.0 0.73
C 1.424 0.996 -2.527 0.1 -0.2 -0.2 -0.14
C 1.879 -1.278 3.777 -0.1 0.1 -0.1 -0.34
C 0.134 -5.371 0.970 0.0 0.0 0.0 -0.86
H 2.096 -1.828 -5.189 0.0 0.0 0.0 0.54
O -1.712 -0.048 1.783 -0.5 -0.3 0.4 -0.51
C 2.309 2.090 -2.870 0.0 0.2 0.1 -1.74
C -1.661 3.581 -0.833 0.1 0.0 -0.1 0.17
C 3.160 0.690 1.336 0.0 0.0 0.0 -0.30
C -0.776 -4.468 0.447 0.0 -0.1 0.0 -0.81
H 6.367 -1.575 -5.130 0.0 0.0 0.0 0.39
H 2.841 -1.277 3.265 0.0 0.0 0.1 -0.04
C 3.461 -1.411 0.235 0.0 0.0 0.1 -0.16
C -3.828 -4.938 -5.636 0.0 0.0 0.0 -0.75
H -3.817 -5.131 -6.702 0.0 0.0 0.0 0.35
C 4.543 2.831 4.835 0.0 0.0 0.0 -0.72
N -2.366 2.515 -1.280 0.0 0.3 -0.4 -0.41
C -3.688 2.817 -1.217 0.0 -0.2 0.0 0.39
C -5.712 -0.024 -2.835 -0.1 -0.1 0.0 -1.35
H 4.896 1.932 1.516 0.0 0.0 0.0 0.45
H -8.917 2.661 0.284 0.0 0.0 0.0 0.38
C 1.601 -0.341 -2.957 -0.3 0.3 0.3 1.13
C -0.515 -3.107 0.508 0.1 0.1 0.0 -0.67
C 2.846 1.143 5.167 0.0 0.0 0.0 0.07
H 3.875 4.715 4.049 0.0 0.0 0.0 0.39
H 1.943 8.503 0.173 0.0 0.0 0.0 0.38
H -7.800 5.257 -2.924 0.0 0.0 0.0 0.37
N -3.475 0.040 -2.387 0.0 0.2 -0.4 0.08
H -0.062 -6.436 0.934 0.0 0.0 0.0 0.36
H 4.836 -0.922 3.950 0.0 0.0 0.0 0.41
H -2.335 5.515 0.122 0.0 0.0 0.0 0.70
H -4.556 -6.893 -5.130 0.0 0.0 0.0 0.35
C 2.618 -0.529 0.909 -0.1 0.0 -0.3 0.84
C 6.101 -3.383 5.889 0.0 0.0 0.1 -0.44
C -3.401 -3.711 -5.150 0.0 0.0 0.0 0.11
H 1.495 4.039 4.009 0.0 0.0 0.0 0.46
C 2.251 3.345 4.355 0.0 0.1 0.0 -0.54
C -3.863 -4.430 -2.906 0.0 0.0 0.0 0.06
C 4.101 -0.215 -3.011 -0.1 -0.1 0.0 -0.33
C 0.662 -2.618 1.080 -0.2 0.1 -0.1 0.65
H 3.065 -2.334 -0.170 0.0 0.0 0.0 0.59
C 1.502 7.544 -0.067 0.0 0.0 0.0 -0.44
H 4.932 0.859 5.575 0.0 0.0 -0.1 0.47
P 0.797 -0.776 1.160 0.9 -0.2 0.3 0.80
C 0.336 5.056 -0.656 0.0 0.2 0.0 -0.04
H 6.234 -0.139 -3.114 0.0 0.0 0.0 0.39
C 1.517 5.141 0.086 -0.1 0.0 0.1 -0.14
H 3.228 -2.641 7.519 0.0 -0.1 0.0 0.34
H -6.813 1.403 0.004 0.1 0.0 0.0 0.61
C 0.572 -1.315 -2.949 0.1 0.0 -0.1 -0.03
C 5.996 -2.466 4.852 0.1 0.0 0.0 -0.92
H -5.690 -1.992 -3.788 0.0 0.0 0.0 0.50
C 4.176 1.549 5.221 0.0 -0.1 0.1 -0.15
H -0.142 -0.658 3.405 -0.2 0.1 -0.1 0.48
H 0.835 1.799 4.797 0.0 0.0 -0.1 0.49
N 0.405 1.475 -1.765 0.2 0.3 -0.3 0.88
H -4.772 4.625 -0.419 0.0 0.0 0.0 0.50
H 2.031 -5.602 1.950 0.0 0.0 0.0 0.43
H -3.047 -2.945 -5.829 0.0 0.0 0.0 0.48
O -5.360 -3.065 1.855 -0.1 0.1 0.0 -0.76
C -0.548 -3.219 -3.393 0.1 -0.1 0.0 -1.47
C -8.489 4.050 -1.288 0.0 0.0 0.0 -0.32
C -7.030 2.244 -0.643 0.0 -0.1 0.0 -0.05
H 5.583 3.133 4.886 0.0 0.0 0.0 0.39
C -0.223 6.248 -1.128 0.1 0.0 0.0 -0.54
C -4.622 0.735 -2.256 0.0 0.0 -0.1 0.22
C 1.583 -3.544 1.575 0.0 -0.1 0.0 0.09
O -4.804 -2.209 4.621 0.1 -0.1 0.0 -0.73
Pb -1.578 0.277 -0.929 -0.3 -0.5 1.3 1.66
C 4.502 0.983 1.169 0.1 0.0 0.0 -0.89
H 6.401 0.274 0.442 0.0 0.0 0.0 0.40
H 1.544 -2.310 3.882 0.0 0.0 0.1 0.71
H 2.510 1.418 1.808 0.1 0.0 0.0 0.18
H 1.047 0.588 3.074 -0.1 0.0 0.0 -0.51
H -3.883 -4.220 -1.844 0.0 0.0 0.0 0.67
C 3.894 -1.661 5.742 -0.1 0.0 0.1 0.09
H -0.119 8.386 -1.192 0.0 0.0 0.0 0.38
H 6.953 -4.050 5.944 0.0 0.0 0.0 0.36
H 1.982 4.231 0.443 0.0 0.0 0.0 0.80
C 2.906 -0.696 -3.557 0.2 0.0 -0.1 0.77
H 2.527 -3.220 1.990 0.0 0.1 0.0 0.50
C -7.588 4.412 -2.280 0.0 0.1 0.0 -0.73
C -2.591 4.585 -0.357 -0.2 0.0 0.0 -1.27
H -9.391 4.629 -1.133 0.0 -0.1 0.0 0.37
H 5.456 -1.849 -0.406 0.0 0.0 0.0 0.44
C 3.003 -1.488 -4.708 -0.1 0.1 0.0 -0.67
C 4.015 -2.589 6.774 -0.1 0.2 0.0 -0.74
C -4.744 2.009 -1.679 0.2 0.1 0.1 1.38
C -4.251 -5.923 -4.755 0.0 0.0 0.0 -0.35
C -6.401 3.711 -2.427 0.0 -0.1 0.0 0.04
H -1.098 6.200 -1.761 0.0 0.0 0.0 0.58
C -2.856 -2.169 -3.254 0.1 0.1 0.0 0.79
```
Positions in Å, forces in eV/Å.

Energy above the lowest of the compared OMol25 structures with the same formula, charge and spin = 15.88 kcal/mol
Largest force on an atom = 1.42 eV Å⁻¹
Frontier orbital gap = 0.154 hartree
LUMO level = 3.028 eV
E_tot = -6254.523376 Ha
Charge = -2